# 1
Molecular formula: C14H42O14
Method: DFT, the ωB97M-V functional and the def2-TZVPD basis

- Total charge: 0
- Max |F|: 1.84 eV/Å
- HOMO: -9.272 eV
- SMILES string: OCCO.OCCO.OCCO.OCCO.OCCO.OCCO.OCCO
- E_LUMO: 0.16 eV
- Orbital gap: 9.44 eV
- Energy above the lowest of the compared OMol25 structures with the same formula, charge and spin: 0.1819 eV

Each line ends with the natural charge from an NBO analysis.
CARTESIAN COORDINATES (ANGSTROEM)
C 12.32946 -41.49142 -0.18396  -0.074
C 11.74436 -41.48786 -1.53387  -0.103
O 10.35280 -41.42411 -1.43023  -0.728
O 11.57830 -42.27395 0.73434  -0.721
H 12.48898 -40.48607 0.22787  0.164
H 13.32996 -41.92964 -0.26975  0.168
H 12.10743 -42.35055 -2.10285  0.165
H 12.13481 -40.61258 -2.07529  0.173
H 9.98323 -41.50747 -2.30932  0.472
H 10.64811 -42.16942 0.48343  0.482
C 14.07931 -45.77044 -3.00857  -0.107
C 14.93653 -44.79021 -2.25248  -0.092
O 15.08128 -43.63820 -3.08761  -0.791
O 12.76898 -45.23811 -3.18566  -0.759
H 14.07494 -46.72919 -2.49771  0.210
H 14.50872 -45.93693 -4.00602  0.175
H 15.92577 -45.26330 -2.09425  0.172
H 14.50248 -44.58753 -1.27026  0.176
H 15.39010 -42.85871 -2.57804  0.513
H 12.88972 -44.38379 -3.63771  0.499
C 12.61357 -48.07306 0.47267  -0.088
C 12.24966 -46.63177 0.23606  -0.092
O 11.47804 -46.50906 -0.94275  -0.754
O 13.63723 -48.49671 -0.37464  -0.747
H 11.70589 -48.64618 0.20193  0.156
H 12.82562 -48.25879 1.52192  0.174
H 13.16341 -46.01677 0.15624  0.158
H 11.75742 -46.19174 1.11696  0.168
H 12.00058 -45.95578 -1.55085  0.500
H 13.20003 -48.55434 -1.26072  0.494
C 11.59089 -48.81343 -3.69773  -0.092
C 10.35762 -49.19218 -2.95993  -0.102
O 10.28255 -50.62960 -2.92394  -0.748
O 12.78639 -49.21021 -2.97667  -0.745
H 11.61423 -47.72452 -3.77193  0.201
H 11.58440 -49.23800 -4.70421  0.179
H 9.48432 -48.77784 -3.48530  0.171
H 10.33710 -48.76906 -1.95298  0.192
H 9.38430 -50.91456 -3.08597  0.478
H 12.63423 -50.11076 -2.64379  0.487
C 15.88773 -48.34032 -5.51868  -0.095
C 15.61367 -48.59190 -6.98346  -0.077
O 14.31820 -48.12458 -7.32793  -0.722
O 16.87368 -49.24985 -5.04030  -0.719
H 14.93080 -48.50652 -5.00105  0.176
H 16.14964 -47.29003 -5.32861  0.154
H 15.63447 -49.65930 -7.18121  0.188
H 16.34116 -48.08257 -7.62600  0.158
H 14.29233 -47.16726 -7.22689  0.468
H 17.28163 -48.85454 -4.26304  0.471
C 12.45757 -42.91312 -6.12984  -0.096
C 13.89367 -42.95811 -6.49398  -0.085
O 14.58073 -44.04924 -5.91080  -0.763
O 12.36266 -42.44138 -4.76327  -0.748
H 12.03490 -43.92778 -6.17499  0.178
H 11.87419 -42.26719 -6.79255  0.171
H 14.34031 -42.00339 -6.19676  0.171
H 13.92919 -43.14070 -7.56658  0.185
H 14.83926 -43.89544 -4.96669  0.507
H 11.43036 -42.33040 -4.54829  0.469
C 16.50872 -40.34969 -2.35166  -0.095
C 15.11345 -39.90219 -2.67007  -0.102
O 14.41828 -39.46104 -1.52779  -0.725
O 16.51463 -41.63664 -1.71780  -0.737
H 17.02884 -39.63787 -1.70661  0.173
H 17.07622 -40.44977 -3.28127  0.191
H 14.55981 -40.72191 -3.12951  0.196
H 15.16103 -39.08437 -3.40018  0.168
H 14.69305 -38.56169 -1.33491  0.472
H 16.29489 -41.49542 -0.78727  0.484

Atoms 1-3, force components in eV/Å:
C 0.788 -0.080 1.602
C 0.823 0.517 -1.557
O -0.819 0.006 -0.025

=====

# 2
Molecular formula: C14H43ClNO11
Method: DFT, the ωB97M-V functional and the def2-TZVPD basis

- Total charge: -1
- Max |F|: 1.71 eV/Å
- HOMO: -6.721 eV
- E_LUMO: 2.59 eV
- Orbital gap: 9.31 eV

Each line ends with the natural charge from an NBO analysis.
CARTESIAN COORDINATES (ANGSTROEM)
Cl 15.68286 -10.46512 7.87056  2.538
O 14.65144 -9.71919 8.54509  -0.865
O 15.06467 -11.50683 7.05800  -0.899
O 16.41388 -9.59677 6.97422  -0.882
O 16.53535 -11.11270 8.83393  -0.857
O 16.15211 -14.31336 6.92173  -1.007
H 17.05479 -13.99250 6.67835  0.493
H 15.64357 -13.47663 6.98196  0.485
C 20.66825 -11.55346 5.76318  -0.629
C 19.80765 -12.38197 6.72726  -0.060
C 19.34759 -11.59269 7.92262  -0.080
O 20.46445 -11.35410 8.75896  -0.557
C 20.09293 -10.69310 9.95611  -0.270
N 18.61232 -13.00319 6.09406  -0.871
H 21.40902 -11.02258 6.37525  0.216
H 20.04599 -10.81781 5.25541  0.209
H 21.21081 -12.21098 5.08825  0.195
H 20.42079 -13.21693 7.09805  0.180
H 18.47878 -12.06361 8.39806  0.212
H 18.97903 -10.60644 7.56677  0.157
H 20.97075 -10.32028 10.48523  0.169
H 19.54780 -11.39402 10.60766  0.157
H 19.45697 -9.81221 9.77429  0.213
H 17.99048 -12.23422 5.76666  0.397
H 18.88358 -13.44200 5.21457  0.351
C 13.48312 -8.49939 4.79862  -0.645
C 12.30762 -8.94101 5.65532  -0.059
O 12.29454 -10.34216 5.89469  -0.729
H 13.61544 -9.08169 3.88520  0.206
H 14.38381 -8.66533 5.40430  0.217
H 13.43456 -7.44982 4.49909  0.201
H 11.35059 -8.68218 5.18422  0.157
H 12.31985 -8.37389 6.59706  0.156
H 13.03060 -10.50326 6.51442  0.491
C 14.74578 -6.16673 7.78725  -0.632
C 13.32964 -5.63615 7.85070  -0.061
O 13.33702 -4.48436 8.73104  -0.738
H 15.15372 -6.30045 8.78643  0.216
H 15.29045 -5.33884 7.32187  0.200
H 14.82073 -7.09007 7.22260  0.236
H 12.62216 -6.37884 8.23126  0.163
H 13.02190 -5.26498 6.86641  0.152
H 12.41611 -4.26959 8.90554  0.460
C 19.10401 -6.53763 9.58386  -0.620
C 18.12677 -7.60784 9.08285  -0.061
O 18.01353 -8.58697 10.09998  -0.749
H 19.16014 -5.73822 8.84182  0.200
H 20.08785 -6.99066 9.72537  0.202
H 18.76951 -6.11043 10.52779  0.204
H 18.54544 -8.09106 8.19394  0.168
H 17.21404 -7.05042 8.84802  0.169
H 17.27365 -9.19229 9.93784  0.497
C 15.93782 -13.04200 3.22551  -0.636
C 15.91486 -11.54570 3.47524  -0.057
O 16.90302 -11.21241 4.47850  -0.769
H 16.90189 -13.35195 2.80316  0.196
H 15.16534 -13.29295 2.48628  0.201
H 15.84141 -13.63950 4.13089  0.240
H 14.95028 -11.16650 3.81102  0.178
H 16.16296 -11.01721 2.54226  0.146
H 16.55902 -10.49792 5.04187  0.504
C 14.02750 -11.45149 11.69386  -0.631
C 15.45967 -11.34472 12.16807  -0.057
O 15.44304 -11.45042 13.61810  -0.753
H 14.03604 -11.38053 10.60122  0.236
H 13.52672 -10.55980 12.06734  0.203
H 13.50504 -12.36534 11.95715  0.205
H 15.83648 -10.33844 11.93256  0.160
H 16.14458 -12.06580 11.71054  0.171
H 16.29326 -11.23049 14.00161  0.463

Atoms 1-3, force components in eV/Å:
Cl -0.948 -1.305 -0.567
O 0.086 0.305 0.025
O -0.155 0.397 0.095

=====

# 3
Molecular formula: C14H44ClO22P4
Method: DFT, the ωB97M-V functional and the def2-TZVPD basis

- Total charge: -1
- Max |F|: 6.47 eV/Å
- HOMO: -5.941 eV
- E_LUMO: 1.86 eV
- Orbital gap: 7.80 eV
- Energy above the lowest of the compared OMol25 structures with the same formula, charge and spin: 3.9344 eV

Each line ends with the Löwdin charge.
CARTESIAN COORDINATES (ANGSTROEM)
Cl -19.00837 3.78707 -29.33144  0.626
O -18.25200 4.95331 -29.76051  -0.413
O -20.21855 4.25957 -28.61833  -0.413
O -19.27009 3.00085 -30.52952  -0.405
O -18.20340 3.01955 -28.43365  -0.396
C -20.34428 9.09550 -40.69173  -0.106
O -21.33640 8.24908 -40.06447  -0.218
P -21.04242 7.78061 -38.52730  0.480
O -20.81945 8.92945 -37.58271  -0.267
O -22.23063 6.68615 -38.20251  -0.235
C -22.32536 5.97819 -36.98246  -0.107
O -19.79669 6.77462 -38.58163  -0.240
C -18.95248 6.43821 -37.43458  -0.079
H -20.89611 10.00896 -40.91348  0.086
H -19.95539 8.73287 -41.64324  0.085
H -19.48777 9.43207 -40.10760  0.086
H -23.07494 5.19001 -37.05319  0.092
H -22.60892 6.65453 -36.17609  0.093
H -21.37795 5.53717 -36.67257  0.074
H -17.91144 6.73148 -37.57003  0.084
H -18.93074 5.35319 -37.33293  0.085
H -19.30440 6.85935 -36.49283  0.087
C -27.40364 3.32225 -31.51565  -0.111
O -28.25488 4.24556 -32.15873  -0.234
P -29.50654 4.84247 -31.30686  0.446
O -30.57770 3.88332 -31.01030  -0.230
O -28.81619 5.52235 -29.97513  -0.235
C -27.68528 6.40060 -30.14742  -0.115
O -29.96278 6.12141 -32.18542  -0.234
C -30.66419 7.25279 -31.62894  -0.079
H -27.78358 3.09312 -30.52004  0.090
H -26.35117 3.60044 -31.57067  0.098
H -27.55567 2.42454 -32.11488  0.091
H -27.56257 6.67010 -31.19643  0.086
H -26.76122 5.95945 -29.77379  0.089
H -27.61828 7.35741 -29.62961  0.085
H -31.66937 6.95954 -31.32610  0.090
H -30.73930 8.06407 -32.35300  0.090
H -30.13794 7.59366 -30.73732  0.076
C -7.74017 -4.33133 -27.65894  -0.122
O -9.14524 -4.53070 -27.62231  -0.245
P -10.04444 -3.97198 -28.91225  0.545
O -9.84983 -2.59600 -29.42213  -0.234
O -11.58230 -4.41839 -28.49075  -0.233
C -12.58503 -3.43082 -28.59252  -0.128
O -9.70193 -5.10652 -30.07474  -0.244
C -10.12060 -6.45541 -29.88840  -0.123
H -7.38180 -4.48071 -28.67745  0.081
H -7.15151 -5.11018 -27.17420  0.086
H -7.55875 -3.32470 -27.28230  0.094
H -13.34005 -3.63924 -27.83449  0.087
H -13.11506 -3.54004 -29.53869  0.092
H -12.31880 -2.38546 -28.43629  0.088
H -10.69934 -6.71063 -29.00069  0.086
H -9.19050 -7.02364 -29.87594  0.083
H -10.62925 -6.76721 -30.80063  0.087
C -20.79238 8.16647 -20.07641  -0.131
O -20.91142 8.89215 -21.30192  -0.233
P -19.62363 9.91478 -21.63310  0.524
O -19.34969 10.86899 -20.52523  -0.252
O -18.39209 8.90600 -21.94616  -0.229
C -18.26136 8.28157 -23.24177  -0.087
O -20.04372 10.53988 -23.09924  -0.236
C -19.36348 11.42536 -23.82787  -0.170
H -19.97414 8.45970 -19.41869  0.082
H -20.48822 7.13139 -20.23193  0.080
H -21.79015 8.14173 -19.63831  0.090
H -17.83395 7.28982 -23.09393  0.090
H -17.41621 8.82376 -23.66586  0.087
H -19.09727 8.24208 -23.94018  0.100
H -18.54349 11.83650 -23.23909  0.096
H -20.03847 12.20172 -24.18811  0.099
H -18.91162 10.85159 -24.63701  0.091
C -11.67127 4.14242 -27.35545  -0.183
O -12.52096 5.24316 -27.52735  -0.123
H -10.81427 4.31618 -26.70472  0.073
H -12.26453 3.43420 -26.77703  0.073
H -11.35315 3.73405 -28.31469  0.077
H -13.20064 5.08296 -28.18611  0.083
C -22.52321 -1.75253 -28.42167  -0.173
O -21.30573 -2.27939 -28.86339  -0.143
H -22.69571 -0.88171 -29.05413  0.078
H -23.31852 -2.48348 -28.56768  0.079
H -22.25963 -1.44588 -27.40945  0.080
H -20.68450 -1.55561 -28.97210  0.079

Atoms 1-3, force components in eV/Å:
Cl -0.018 1.619 -0.434
O -0.238 -0.006 0.219
O 0.903 -1.010 -1.187